No. 1
The following is a DFT calculation (ωB97M-V/def2-TZVPD) of a 2-piece molecular cluster, CHN4 overall.

Computed properties:
total charge = -1
highest occupied orbital energy = -2.99 eV

Each line ends with the natural charge from an NBO analysis.
Geometry (Å):
C  -1.046  -0.476  1.193  0.118
N  -2.080  -0.334  1.691  -0.384
N  1.593  -0.656  -1.069  -0.593
N  0.594  1.465  -1.310  -0.529
N  1.133  0.435  -1.158  0.143
H  -0.193  -0.435  0.653  0.245


No. 2
The following is a DFT calculation (ωB97M-V/def2-TZVPD) of the molecule C19H18N4O.

Computed properties:
SMILES string = Cc1cc(N[C@@H](c2cccnc2)c2c(C)[nH]c3ccccc23)no1
highest occupied orbital energy = -8.00 eV

Each line ends with the natural charge from an NBO analysis.
Geometry (Å):
C  1.054  4.204  1.731  -0.662
C  0.711  3.304  0.602  0.354
C  0.998  1.995  0.359  -0.418
C  0.381  1.737  -0.900  0.327
N  -0.217  2.821  -1.343  -0.202
O  -0.010  3.802  -0.415  -0.283
N  0.426  0.606  -1.665  -0.611
H  -0.183  0.699  -2.466  0.401
C  0.435  -0.730  -1.068  -0.072
C  -0.607  -0.852  0.014  -0.157
C  -0.515  -0.866  1.382  0.208
N  -1.782  -0.924  1.913  -0.528
C  -2.709  -0.935  0.913  0.131
C  -4.096  -0.984  0.961  -0.239
C  -4.774  -0.985  -0.239  -0.212
C  -4.091  -0.941  -1.457  -0.234
C  -2.716  -0.892  -1.508  -0.209
C  -2.004  -0.889  -0.309  -0.019
H  -2.205  -0.860  -2.459  0.202
H  -4.660  -0.943  -2.375  0.212
H  -5.853  -1.021  -0.241  0.212
H  -4.620  -1.019  1.905  0.212
H  -1.983  -0.953  2.899  0.409
C  0.630  -0.868  2.335  -0.659
H  1.580  -0.775  1.823  0.237
H  0.527  -0.045  3.044  0.222
H  0.643  -1.801  2.900  0.229
C  1.820  -1.164  -0.658  -0.069
C  2.949  -0.380  -0.856  -0.175
C  4.187  -0.873  -0.472  -0.253
C  4.250  -2.140  0.084  0.022
N  3.185  -2.907  0.255  -0.416
C  2.011  -2.433  -0.111  0.041
H  1.167  -3.094  0.044  0.196
H  5.191  -2.569  0.404  0.193
H  5.081  -0.286  -0.610  0.220
H  2.859  0.596  -1.307  0.235
H  0.131  -1.411  -1.876  0.226
H  1.566  1.325  0.964  0.234
H  0.146  4.577  2.203  0.234
H  1.617  5.062  1.367  0.235
H  1.648  3.667  2.464  0.228


No. 3
The following is a DFT calculation (ωB97M-V/def2-TZVPD) of a 2-piece molecular cluster, C5H11N3O overall.

Computed properties:
highest occupied orbital energy (alpha / beta) = -7.35 / -7.35 eV

Each line ends with the natural charge from an NBO analysis.
Geometry (Å):
C  -1.537  -0.979  -0.478  -0.678
C  -0.831  0.344  -0.628  0.417
N  0.339  0.259  -1.653  -0.665
N  -1.522  1.429  -0.564  -0.774
H  0.767  1.189  -1.658  0.438
H  0.037  -0.002  -2.598  0.414
H  -0.999  2.269  -0.800  0.336
H  -1.967  -1.277  -1.440  0.218
H  -0.896  -1.783  -0.131  0.237
H  -2.355  -0.827  0.222  0.245
C  0.203  -0.244  2.147  -0.724
C  0.617  0.407  0.864  0.162
C  1.365  -0.708  -1.054  0.520
N  1.359  1.429  0.734  -0.763
O  1.201  -1.889  -1.197  -0.548
H  1.665  1.844  1.622  0.323
H  2.295  -0.198  -0.799  0.176
H  0.661  0.234  3.021  0.200
H  0.478  -1.302  2.139  0.229
H  -0.883  -0.196  2.252  0.236


No. 4
The following is a DFT calculation (ωB97M-V/def2-TZVPD) of a 2-piece molecular cluster, C9H11NO3 overall.

Computed properties:
SMILES string = CCOC(=C=O)C#N.C#COCC
highest occupied orbital energy = -9.24 eV

Each line ends with the natural charge from an NBO analysis.
Geometry (Å):
C  0.349  0.648  -1.438  0.234
C  -1.178  -0.779  2.686  -0.390
C  -1.308  -0.804  1.502  0.327
C  0.151  1.593  0.712  0.721
C  0.962  1.033  -0.136  -0.097
C  -3.161  1.055  -0.805  -0.641
C  4.004  -1.007  -0.486  -0.629
C  -3.043  -0.257  -0.179  -0.038
C  2.632  -0.648  0.033  -0.050
N  0.419  0.362  -2.569  -0.310
O  -0.552  2.284  1.291  -0.395
O  -1.705  -0.637  0.281  -0.537
O  2.276  0.693  -0.070  -0.485
H  -0.639  -0.833  3.520  0.216
H  -2.636  1.213  -1.690  0.227
H  -4.185  1.161  -0.921  0.228
H  -2.945  1.862  -0.099  0.217
H  4.122  -0.891  -1.583  0.218
H  4.831  -0.609  0.010  0.217
H  4.080  -2.042  -0.302  0.219
H  -3.215  -1.070  -0.934  0.204
H  -3.581  -0.239  0.726  0.195
H  2.583  -0.971  1.062  0.174
H  1.738  -1.115  -0.611  0.177


No. 5
The following is a DFT calculation (ωB97M-V/def2-TZVPD) of a 15-piece molecular cluster, H30O15 overall.

Computed properties:
highest occupied orbital energy = -10.30 eV

Each line ends with the natural charge from an NBO analysis.
Geometry (Å):
O  0.934  -2.714  0.165  -0.976
H  0.719  -3.268  0.887  0.479
H  0.668  -1.857  0.519  0.483
O  0.061  -0.163  0.155  -0.975
H  -0.846  -0.047  -0.087  0.497
H  0.469  0.201  -0.596  0.485
O  2.704  1.846  -2.837  -0.962
H  2.916  1.716  -3.808  0.464
H  1.844  1.461  -2.733  0.473
O  -2.719  0.294  -1.145  -0.952
H  -2.554  1.215  -1.292  0.474
H  -3.195  0.052  -1.941  0.471
O  2.758  0.527  0.435  -1.002
H  2.275  -0.193  0.827  0.526
H  3.144  1.182  1.000  0.482
O  0.130  -2.268  -2.692  -0.944
H  0.715  -2.100  -1.947  0.502
H  -0.523  -1.580  -2.738  0.443
O  -2.051  -2.380  -0.164  -0.947
H  -2.589  -2.739  -0.905  0.466
H  -1.245  -2.048  -0.559  0.476
O  0.862  2.944  0.972  -0.939
H  1.191  2.323  0.376  0.499
H  1.438  2.963  1.759  0.483
O  -2.767  2.816  -0.037  -0.936
H  -2.183  2.421  0.596  0.484
H  -2.138  3.141  -0.667  0.446
O  3.559  -1.162  -1.629  -0.995
H  3.653  -2.021  -1.185  0.476
H  3.347  -0.418  -1.023  0.503
O  -1.330  1.918  1.981  -0.992
H  -0.493  2.105  1.512  0.506
H  -1.047  1.892  2.889  0.488
O  0.190  1.157  -2.472  -0.942
H  0.001  0.488  -3.097  0.485
H  -0.384  1.867  -2.765  0.484
O  1.785  -0.999  2.493  -0.971
H  1.733  -0.451  3.295  0.471
H  1.014  -1.576  2.506  0.504
O  -1.091  -2.294  2.692  -1.013
H  -1.704  -1.677  2.235  0.514
H  -1.092  -2.183  3.614  0.460
O  -2.670  -0.433  2.003  -0.972
H  -2.094  0.338  2.013  0.496
H  -3.379  -0.308  1.396  0.497


So what do the calculations give for energy above the lowest of the compared OMol25 structures with the same formula, charge and spin? Going down the list: 51.5; 15.1; 104.3; 176.1; 47.4 kcal per mole.